C34H34CrN9SSbSe4 as an isolated structure. Source: the OMol25 dataset; level of theory: wB97M-V/def2-TZVPD.

```
84
Properties=species:S:1:pos:R:3:forces:R:3
Cr 0.2453 -0.7666 2.1771 2.18 0.23 -1.62
Se -2.8916 0.9019 5.7935 0.04 0.03 0.00
Sb -2.2390 -1.0523 4.5428 0.35 -0.21 -0.51
Se 0.3081 -1.4143 4.3757 -0.37 -0.52 2.43
Se -2.0138 -0.4612 2.0278 -2.79 0.29 0.28
Se -3.4137 -3.1263 4.8265 0.02 -0.01 0.01
S 4.5883 0.5096 2.0988 -0.21 0.02 0.01
C 4.5736 -1.0236 1.3329 0.13 -0.02 -0.06
C 3.3324 -1.5863 1.3273 -0.03 0.05 0.03
C 2.3180 -0.7839 1.9478 0.33 -0.12 0.09
C 2.8734 0.3810 2.3976 0.30 0.00 -0.06
C 2.0722 1.3728 3.0936 -0.09 0.04 0.10
C 2.5889 2.3742 3.9140 0.15 -0.12 -0.16
C 1.7282 3.1294 4.6850 -0.04 0.04 0.05
C 0.3664 2.8883 4.5961 0.02 0.03 -0.02
C -0.0750 1.9212 3.7140 -0.21 0.19 -0.13
N 0.7419 1.1735 2.9756 0.39 0.03 0.02
H 5.4899 -1.4237 0.9184 -0.08 0.02 0.05
H 3.1513 -2.5597 0.8849 -0.02 0.02 -0.01
H 3.6641 2.4876 3.9787 -0.03 0.06 0.04
H 2.1170 3.8728 5.3710 0.00 0.00 -0.02
H -0.3613 3.3919 5.2169 0.02 0.04 -0.03
H -1.1335 1.7376 3.6064 -0.08 -0.16 0.02
C 1.1135 -5.0650 2.0439 0.02 -0.01 -0.02
C 1.0447 -3.7087 2.2902 0.10 -0.09 0.02
N 0.2231 -2.8819 1.6288 0.17 -0.29 -0.14
C -0.5107 -3.4204 0.6643 -0.27 -0.09 -0.22
C -0.4560 -4.7613 0.2865 0.05 0.15 -0.13
C 0.3473 -5.6078 1.0282 0.10 -0.06 0.01
C -1.2641 -5.2778 -0.8388 0.02 0.03 -0.03
C -1.1928 -4.9771 -2.1411 0.04 -0.07 0.17
C -0.1849 -4.1957 -2.8808 0.13 0.07 -0.01
C -0.2434 -4.1784 -4.2729 -0.18 -0.06 -0.09
C 0.7587 -3.5187 -4.9550 0.01 0.08 -0.09
N 1.7704 -2.9144 -4.3386 0.01 -0.01 0.24
C 1.7454 -2.9921 -3.0063 -0.07 0.09 -0.10
N 0.8271 -3.5836 -2.2545 -0.05 -0.03 0.21
H 1.7654 -5.6762 2.6524 0.00 -0.01 -0.03
H 1.6535 -3.2762 3.0646 0.00 0.16 0.05
H -1.2367 -2.7786 0.1909 0.04 0.15 -0.06
H 0.3948 -6.6666 0.7971 -0.02 0.04 0.02
H -1.9914 -6.0371 -0.5602 -0.10 0.13 -0.03
H -1.9140 -5.4631 -2.7899 0.01 -0.02 0.00
H -1.0432 -4.6808 -4.8032 0.03 0.05 0.01
H 0.7629 -3.4701 -6.0392 -0.05 -0.03 0.01
H 2.5685 -2.5165 -2.4814 -0.06 0.01 0.03
C -1.5168 5.1656 2.1843 0.01 0.02 -0.03
C -0.5456 5.0903 1.0013 0.03 0.07 -0.02
C 0.6013 6.0731 1.2235 -0.01 -0.02 0.01
C -1.2753 5.4401 -0.2931 0.03 0.00 -0.03
N 0.0889 3.7709 0.8421 -0.02 0.03 -0.04
N -0.7730 2.6512 0.7275 -0.02 0.30 -0.25
H -1.8778 6.1908 2.3063 -0.02 -0.07 0.00
H -1.0185 4.8651 3.1075 -0.01 0.00 0.01
H -2.3893 4.5236 2.0410 0.02 0.03 0.02
H 0.2285 7.0999 1.2363 0.04 -0.03 0.04
H 1.3385 5.9715 0.4246 -0.02 0.03 0.02
H 1.0954 5.8744 2.1797 0.00 0.01 -0.04
H -1.6574 6.4627 -0.2457 -0.02 -0.05 -0.02
H -2.1233 4.7719 -0.4616 0.03 0.03 0.00
H -0.5901 5.3575 -1.1409 -0.04 0.02 0.03
H 0.6957 3.5934 1.6344 0.03 -0.04 0.07
H -1.1046 2.6178 -0.2280 -0.01 -0.07 -0.06
H -1.5895 2.7234 1.3269 -0.04 -0.14 0.16
N -3.7089 -1.0633 -7.7564 0.02 0.02 0.03
C -3.1550 -0.8151 -6.7798 -0.02 0.01 -0.01
C -2.4515 -0.5255 -5.5609 0.02 -0.02 0.11
C -1.1967 0.0750 -5.5990 0.00 0.00 -0.13
C -0.4955 0.3039 -4.4318 0.13 0.04 -0.02
C -1.0344 -0.0618 -3.2029 0.06 -0.07 -0.06
C -2.3069 -0.6278 -3.1587 -0.15 -0.04 0.07
C -3.0057 -0.8623 -4.3267 0.00 0.00 -0.08
N -0.2815 0.1126 -2.0271 -0.09 -0.05 0.13
C 0.9642 0.7123 -1.8914 0.01 -0.04 -0.02
C 1.3128 0.5539 -0.5955 0.08 0.06 0.25
N 0.3198 -0.1265 0.0846 0.14 -0.11 -0.33
C -0.6088 -0.3752 -0.7933 0.01 0.21 -0.30
H -0.7671 0.3519 -6.5530 0.02 -0.01 0.04
H 0.4863 0.7536 -4.4819 -0.04 -0.06 -0.03
H -2.7746 -0.8884 -2.2195 0.06 0.00 0.00
H -3.9891 -1.3109 -4.2847 0.01 0.00 0.01
H 1.4908 1.1902 -2.6983 -0.10 -0.02 0.05
H 2.1973 0.9113 -0.0929 -0.05 -0.09 -0.01
H -1.5518 -0.8469 -0.5841 0.02 -0.05 0.11
```
Forces are in eV/Å.

* E_HOMO (spin up / spin down): -4.09 / -4.12 eV
* charge: -1
* HOMO-LUMO gap (spin up / spin down): 5.32 / 5.35 eV
* multiplicity: 4



C34H34GeN8NaO3 as an isolated structure. Source: the OMol25 dataset; level of theory: wB97M-V/def2-TZVPD.

```
81
Properties=species:S:1:pos:R:3:forces:R:3
Na -2.2465 -0.0448 -1.0707 0.29 0.15 -0.12
N -2.5624 1.3616 2.9360 -0.39 -0.05 -0.27
C -2.3471 0.4208 2.0028 -0.27 0.35 0.30
O -2.4552 0.6768 0.8017 0.06 0.24 1.23
C -1.9770 -0.9603 2.4972 0.30 0.02 -0.24
C -0.6332 -1.3709 1.8785 0.27 0.28 0.17
H -2.7738 2.2991 2.6361 0.02 -0.02 -0.04
H -2.3636 1.2038 3.9082 0.04 -0.02 0.01
H -2.7822 -1.6273 2.1790 0.01 0.00 0.02
H -1.8967 -0.9787 3.5858 -0.26 0.01 0.00
H -0.6052 -1.0890 0.8282 0.06 -0.04 -0.09
H -0.4991 -2.4532 1.9194 0.03 0.01 0.06
O 3.8829 -4.6315 -0.8457 0.09 -0.08 -0.03
C 3.8483 -3.7611 -1.8892 0.23 -0.06 0.01
O 4.8369 -3.6177 -2.5594 -0.06 -0.04 0.07
C 2.5869 -3.0287 -2.1097 -0.27 0.19 -0.07
C 2.5970 -1.9829 -3.0372 0.24 -0.19 0.08
C 1.4836 -1.2185 -3.2849 -0.16 0.12 0.02
C 0.2784 -1.4435 -2.5836 0.30 -0.15 0.00
C 0.2739 -2.5142 -1.6660 -0.07 0.06 -0.02
C 1.3855 -3.2891 -1.4407 0.23 0.00 -0.04
N -0.8435 -0.6688 -2.6875 0.06 -0.15 -0.06
C -0.9808 0.1516 -3.7267 0.27 0.01 -0.33
C -1.9366 1.1902 -3.7746 0.01 0.23 -0.09
C -1.9723 2.0798 -4.8824 -0.07 0.04 -0.02
C -2.8115 3.1608 -4.8609 0.07 -0.09 0.03
C -3.6442 3.3587 -3.7479 -0.05 -0.01 0.05
C -3.5972 2.4206 -2.7340 -0.12 0.11 -0.04
N -2.7888 1.3646 -2.7199 0.11 0.24 -0.35
H 3.0441 -4.6213 -0.3749 -0.03 0.04 0.02
H 3.5304 -1.7744 -3.5434 -0.01 -0.01 -0.04
H 1.5543 -0.4022 -3.9898 0.03 0.04 0.04
H -0.6428 -2.7384 -1.1444 -0.07 0.03 0.07
H 1.2889 -4.1181 -0.7450 -0.01 0.03 0.01
H -0.3423 0.0504 -4.6055 0.00 0.05 0.04
H -1.3097 1.9003 -5.7194 0.01 0.02 -0.01
H -2.8277 3.8622 -5.6851 0.01 -0.02 -0.03
H -4.3020 4.2129 -3.6852 -0.06 -0.03 0.03
H -4.2466 2.5109 -1.8681 -0.02 0.07 -0.02
N -3.5745 -1.7063 -3.9481 -0.58 0.05 -0.48
N -3.4585 -2.1372 -2.6596 0.16 -0.50 0.30
N -2.9561 -3.3056 -2.3606 -0.02 -0.19 -0.02
C -3.0950 -3.3197 -1.0341 -0.17 0.09 -0.31
N -3.6604 -2.2003 -0.5826 0.08 -0.29 0.44
N -3.8974 -1.4576 -1.6421 -0.59 -0.04 -0.37
H -2.9509 -2.2522 -4.5265 0.15 0.01 0.13
H -3.3698 -0.7140 -4.0056 0.13 0.00 0.17
H -2.7884 -4.1420 -0.4128 0.01 -0.02 -0.01
C 1.5124 -1.9139 4.1365 -0.02 0.24 -0.19
Ge 0.9053 -0.5304 2.8599 0.03 -0.40 -0.01
C 0.2626 1.0005 3.9315 0.28 -0.20 -0.12
C 0.4155 2.3200 3.5114 0.14 0.00 0.09
C -0.0471 3.3724 4.2891 0.03 0.01 -0.02
C -0.6652 3.1210 5.5056 -0.05 0.04 0.01
C -0.8009 1.8136 5.9514 -0.05 0.00 0.07
C -0.3394 0.7656 5.1675 0.14 -0.12 0.01
C 2.4126 0.0218 1.7234 -0.19 -0.24 0.21
C 3.6498 -0.5134 1.9873 -0.24 -0.02 0.17
C 4.7956 -0.1134 1.2756 0.13 0.06 -0.15
C 4.7000 0.8501 0.3146 0.06 -0.15 0.04
C 3.4469 1.4178 -0.0105 -0.20 -0.04 0.03
C 3.3209 2.4000 -1.0208 -0.04 0.09 -0.10
C 2.1006 2.9155 -1.3564 0.13 -0.01 -0.04
C 0.9418 2.4628 -0.6968 -0.15 -0.06 0.09
C 1.0352 1.5231 0.2910 -0.07 0.05 -0.03
C 2.2840 0.9807 0.6792 0.16 0.05 -0.15
H 2.2163 -1.5045 4.8601 0.03 0.01 0.00
H 1.9950 -2.7325 3.6019 0.01 0.01 -0.03
H 0.6695 -2.3352 4.6852 -0.07 0.05 -0.02
H 0.9174 2.5340 2.5770 -0.03 0.05 0.00
H 0.0914 4.3916 3.9508 -0.02 0.01 0.00
H -1.0234 3.9408 6.1146 0.01 0.01 0.01
H -1.2476 1.6119 6.9169 -0.03 0.00 -0.01
H -0.4285 -0.2518 5.5340 -0.03 0.01 0.05
H 3.7577 -1.2550 2.7707 0.03 0.00 -0.02
H 5.7484 -0.5797 1.4878 0.02 0.03 0.04
H 5.5809 1.1699 -0.2283 -0.01 0.03 -0.03
H 4.2184 2.7339 -1.5283 -0.01 0.00 -0.02
H 2.0135 3.6675 -2.1303 0.03 -0.02 0.00
H -0.0264 2.8666 -0.9681 0.00 -0.03 -0.03
H 0.1348 1.1934 0.7975 -0.03 0.00 -0.05
```
Forces are in eV/Å.

* E_HOMO (spin up / spin down): -5.46 / -7.72 eV
* HOMO-LUMO gap (spin up / spin down): 5.58 / 7.62 eV
* multiplicity: 2



C34H34N2O4P2ReTe as an isolated structure. Source: the OMol25 dataset; level of theory: wB97M-V/def2-TZVPD.

```
78
Properties=species:S:1:pos:R:3:forces:R:3
Re 0.5307 -0.1511 -0.4777 2.47 -0.54 1.30
O 2.5188 -3.3024 -2.3614 -0.32 0.39 -0.03
C 2.1215 -2.4155 -1.6506 1.82 -1.86 1.21
O 1.2794 -1.5023 -1.9570 -2.35 3.02 0.30
C 2.6640 -2.3029 -0.2169 0.10 -0.56 -0.66
C 3.6120 -3.1930 0.2627 -0.17 0.21 0.01
C 4.0606 -3.0425 1.5689 -0.09 0.07 -0.08
C 3.5911 -1.9720 2.3160 -0.21 0.05 -0.23
C 2.6806 -1.0992 1.7345 0.00 0.49 0.75
N 2.1955 -1.2910 0.5103 -0.42 0.03 -0.80
C 2.2116 0.1709 2.4561 0.70 -2.14 0.68
O 2.3428 0.2341 3.6567 0.28 0.34 -0.30
O 1.7053 1.0310 1.6615 -1.08 0.80 -1.75
H 3.9708 -3.9729 -0.3919 -0.04 -0.05 -0.04
H 4.7715 -3.7406 1.9876 0.04 0.00 0.02
H 3.9033 -1.7910 3.3333 0.04 0.09 0.03
C 2.3396 3.1325 -0.7197 -0.20 -0.18 0.32
P 2.1623 1.4315 -1.3295 0.47 0.20 -0.75
C 3.8702 0.8136 -1.2644 -0.16 -0.02 0.03
C 1.7442 1.6432 -3.0885 -0.06 -0.17 0.10
C 2.6849 2.0556 -4.0226 -0.04 0.01 0.00
C 2.3265 2.1898 -5.3542 -0.02 -0.02 -0.05
C 1.0227 1.9447 -5.7534 -0.01 0.02 -0.03
C 0.0645 1.5731 -4.8253 0.03 -0.06 0.08
C 0.4267 1.3991 -3.4956 0.05 -0.13 0.21
P -0.7930 0.9574 -2.2219 -0.14 0.22 -0.35
C -2.1728 0.1259 -3.0731 0.29 0.03 0.10
C -1.5066 2.5923 -1.8203 -0.02 -0.28 0.19
H 3.2303 3.5585 -1.1819 -0.03 0.01 -0.03
H 2.4616 3.1127 0.3610 0.04 0.06 0.07
H 1.4779 3.7422 -0.9792 -0.05 0.00 -0.01
H 4.5315 1.5297 -1.7525 -0.01 -0.04 -0.01
H 3.9621 -0.1554 -1.7534 -0.03 0.02 -0.01
H 4.1733 0.7293 -0.2208 -0.02 -0.01 0.03
H 3.6987 2.2658 -3.7187 0.14 -0.01 -0.02
H 3.0588 2.4779 -6.0923 0.11 0.05 0.00
H 0.7525 2.0413 -6.7934 -0.04 0.04 -0.09
H -0.9535 1.4106 -5.1466 -0.07 -0.06 -0.06
H -2.7070 0.8617 -3.6776 0.03 -0.10 0.01
H -2.8644 -0.2940 -2.3434 0.00 0.03 0.00
H -1.7762 -0.6600 -3.7148 -0.07 -0.05 -0.03
H -1.8416 3.0437 -2.7536 0.00 -0.02 -0.04
H -0.7582 3.2388 -1.3687 0.04 0.05 0.03
H -2.3542 2.4805 -1.1436 -0.02 0.06 -0.05
Te -0.7475 1.5018 1.3240 -1.38 0.08 0.38
C -2.8627 1.2468 1.0453 0.20 0.05 -0.08
C -3.3960 0.1016 0.4667 0.41 -0.11 -0.02
C -4.7648 -0.0269 0.3086 -0.14 0.05 -0.02
C -5.6083 0.9996 0.7061 0.05 -0.03 -0.03
C -5.0819 2.1487 1.2762 -0.03 0.00 0.03
C -3.7139 2.2691 1.4578 0.41 0.04 0.02
C -0.7949 0.8070 3.3338 0.13 -0.08 0.04
C -1.6078 -0.2533 3.7208 0.08 -0.08 -0.24
C -1.5673 -0.6845 5.0375 -0.08 -0.02 -0.07
C -0.7458 -0.0518 5.9599 0.02 0.09 -0.05
C 0.0382 1.0234 5.5730 -0.21 0.00 0.01
C 0.0116 1.4623 4.2589 -0.12 0.16 -0.38
H -2.7343 -0.6957 0.1503 -0.08 -0.04 0.01
H -5.1765 -0.9266 -0.1236 -0.03 -0.09 -0.05
H -6.6734 0.8991 0.5701 -0.12 0.02 0.00
H -5.7340 2.9541 1.5803 -0.04 0.03 0.05
H -3.2981 3.1564 1.9168 -0.08 0.12 0.03
H -2.2664 -0.7381 3.0111 -0.04 -0.02 -0.01
H -2.1848 -1.5163 5.3428 -0.08 -0.03 0.03
H -0.7357 -0.3924 6.9846 0.05 -0.02 0.06
H 0.6749 1.5225 6.2860 0.05 0.05 0.06
H 0.6200 2.3001 3.9468 0.08 -0.05 0.09
C -1.4395 -4.5817 0.4085 0.02 0.22 0.02
C -1.5993 -3.9683 -0.8256 0.01 0.18 0.10
C -1.1788 -2.6605 -0.9758 -0.30 -0.28 -0.34
N -0.6215 -1.9568 0.0155 0.23 0.20 -0.11
C -0.4835 -2.5424 1.2095 -0.02 -0.21 0.48
C -0.8769 -3.8464 1.4437 -0.05 0.08 -0.05
H -1.7603 -5.5998 0.5668 0.01 -0.10 0.00
H -2.0413 -4.4814 -1.6652 -0.01 -0.05 -0.04
H -1.2809 -2.1559 -1.9262 0.07 -0.06 0.00
H -0.0519 -1.9437 2.0057 0.00 -0.05 -0.07
H -0.7371 -4.2719 2.4248 0.00 -0.03 0.08
```
Forces are in eV/Å.

* E_HOMO (spin up / spin down): -14.04 / -14.03 eV
* charge: +2
* HOMO-LUMO gap (spin up / spin down): 5.85 / 6.01 eV
* multiplicity: 2



The evaluated energy above the lowest of the compared OMol25 structures with the same formula, charge and spin for the records listed, in turn: 0.566; 0.093; 0.000 eV.
The evaluated largest force on an atom for the records listed, in turn: 2.82; 1.26; 3.84 eV Å⁻¹.